Version i
ORCA calculation (wB97M-V/def2-TZVPD) on a cluster of 2 separate species, C4H9NO3 in total.

The geometry in ORCA input format:
```
! RIJCOSX wB97M-V def2-TZVPD def2/J DEFGRID3
* xyz 0 1
C 0.949 0.983 -0.991
C 0.570 0.069 -0.090
C 1.019 0.021 1.331
C 0.259 -1.611 -0.663
O -0.484 -2.381 -0.094
O 1.208 -2.077 -1.511
H 1.799 1.625 -0.786
H 0.597 0.956 -2.016
H 0.726 -0.921 1.802
H 2.109 0.089 1.365
H 0.599 0.856 1.897
H 1.794 -1.360 -1.802
N -2.275 1.448 0.497
O -1.659 0.179 0.203
H -2.762 1.290 1.381
H -3.000 1.507 -0.217
H -1.449 -0.673 -0.307
*
```

The LUMO energy is 0.64 eV. The calculation puts the frontier orbital gap at 0.33358 hartree. Its SMILES is C=C(C)C(=O)O.NO. The HOMO energy comes out at -8.44 eV.

The computed natural (NBO) charges, all in e, follow: number 1, C, carries -0.53; number 2, C, carries 0.06; number 3, C, carries -0.68; number 4, C, carries 0.74; number 5, O, carries -0.58; number 6, O, carries -0.67; number 7, H, carries 0.21; number 8, H, carries 0.20; number 9, H, carries 0.24; number 10, H, carries 0.22; number 11, H, carries 0.24; number 12, H, carries 0.50; number 13, N, carries -0.43; number 14, O, carries -0.76; number 15, H, carries 0.34; number 16, H, carries 0.34; number 17, H, carries 0.56

=====

Version ii
ORCA calculation (wB97M-V/def2-TZVPD) on a cluster of 2 separate species, C4H9NO3 in total.

The geometry in ORCA input format:
```
! RIJCOSX wB97M-V def2-TZVPD def2/J DEFGRID3
* xyz 0 1
C -0.142 -1.245 -1.491
N -0.215 0.038 -0.806
C 0.316 1.135 -1.406
O 0.113 2.267 -1.009
C -1.242 0.217 0.215
C -0.621 0.514 1.571
O -0.962 -0.165 2.512
H -0.156 -2.034 -0.743
H -0.919 -1.424 -2.242
H 0.789 -1.341 -2.049
H 0.988 1.031 -2.267
H -1.834 -0.688 0.261
H -1.934 1.013 -0.082
H 0.124 1.314 1.663
O 2.136 -1.927 0.547
H 1.721 -1.055 0.495
H 2.140 -2.180 1.491
*
```

The LUMO energy is 0.62 eV. The calculation puts the frontier orbital gap at 0.38060 hartree. Its SMILES is CN(C=O)CC=O.O. The HOMO energy comes out at -9.74 eV.

The computed natural (NBO) charges, all in e, follow: number 1, C, carries -0.42; number 2, N, carries -0.45; number 3, C, carries 0.52; number 4, O, carries -0.61; number 5, C, carries -0.33; number 6, C, carries 0.42; number 7, O, carries -0.51; number 8, H, carries 0.23; number 9, H, carries 0.19; number 10, H, carries 0.22; number 11, H, carries 0.14; number 12, H, carries 0.23; number 13, H, carries 0.24; number 14, H, carries 0.14; number 15, O, carries -0.95; number 16, H, carries 0.47; number 17, H, carries 0.48

=====

Version iii
ORCA calculation (wB97M-V/def2-TZVPD) on a cluster of 2 separate species, C4H9NO3 in total.

The geometry in ORCA input format:
```
! RIJCOSX wB97M-V def2-TZVPD def2/J DEFGRID3
* xyz 0 1
N 0.197 -1.337 0.166
C 1.036 -0.157 -0.122
C 2.125 -0.064 0.989
O 2.882 -1.010 1.131
C 0.007 1.060 0.000
C -0.712 1.299 -1.402
O -1.210 2.345 -1.567
H -0.292 -1.386 1.012
H 0.775 -2.143 -0.086
H 1.660 -0.034 -1.096
H 2.337 0.879 1.451
H -0.696 0.693 0.836
H 0.455 1.962 0.255
H -0.892 0.443 -2.053
O -2.753 -0.792 -0.084
H -3.013 -0.575 0.812
H -1.903 -1.180 -0.241
*
```

The LUMO energy is 0.31 eV. The calculation puts the frontier orbital gap at 0.36115 hartree. Its SMILES is N[C@H](C=O)CC=O.O. The HOMO energy comes out at -9.51 eV.

The computed natural (NBO) charges, all in e, follow: number 1, N, carries -0.88; number 2, C, carries -0.15; number 3, C, carries 0.41; number 4, O, carries -0.51; number 5, C, carries -0.51; number 6, C, carries 0.45; number 7, O, carries -0.50; number 8, H, carries 0.38; number 9, H, carries 0.39; number 10, H, carries 0.23; number 11, H, carries 0.12; number 12, H, carries 0.22; number 13, H, carries 0.22; number 14, H, carries 0.12; number 15, O, carries -0.98; number 16, H, carries 0.48; number 17, H, carries 0.49

=====

Energies relative to the most stable structure are version i 0.1797; version ii 0.0000; version iii 0.0541, reported in hartree.

=====

Version i
ORCA calculation (wB97M-V/def2-TZVPD) on a cluster of 2 separate species, C4H9NO3 in total.

The geometry in ORCA input format:
```
! RIJCOSX wB97M-V def2-TZVPD def2/J DEFGRID3
* xyz 0 1
C 1.291 0.160 -1.780
C 0.226 -0.278 -0.771
C 1.299 -0.037 1.313
C -2.100 0.758 0.354
N 0.274 0.235 0.528
O -0.024 0.626 -1.809
O 0.533 -3.063 1.444
O -0.849 0.698 1.096
H 2.113 0.797 -1.480
H 1.728 -0.544 -2.503
H 1.131 -0.029 2.337
H 0.126 -2.392 1.012
H 2.253 -0.338 1.113
H -2.808 1.212 0.988
H -2.419 -0.249 0.127
H -1.956 1.246 -0.590
H 1.410 -2.716 1.637
*
```

The LUMO energy (alpha / beta) is 0.11 / 0.11 eV. The calculation puts the frontier orbital gap (alpha / beta) at 0.28619 / 0.28625 hartree. The HOMO energy (alpha / beta) comes out at -7.68 / -7.68 eV.

The computed natural (NBO) charges, all in e, follow: number 1, C, carries -0.13; number 2, C, carries 0.05; number 3, C, carries -0.23; number 4, C, carries -0.27; number 5, N, carries 0.05; number 6, O, carries -0.51; number 7, O, carries -0.92; number 8, O, carries -0.33; number 9, H, carries 0.17; number 10, H, carries 0.18; number 11, H, carries 0.19; number 12, H, carries 0.46; number 13, H, carries 0.21; number 14, H, carries 0.21; number 15, H, carries 0.20; number 16, H, carries 0.21; number 17, H, carries 0.46

=====

Version ii
ORCA calculation (wB97M-V/def2-TZVPD) on a structure of composition C4H9NO3.

The geometry in ORCA input format:
```
! RIJCOSX wB97M-V def2-TZVPD def2/J DEFGRID3
* xyz 0 1
O 1.279 0.079 0.294
C 1.320 0.131 -0.928
N 0.189 0.081 -1.693
C 2.608 0.253 -1.711
H 0.226 0.125 -2.714
H -0.713 -0.002 -1.217
H 3.458 0.285 -1.008
H 2.616 1.177 -2.315
H 2.742 -0.609 -2.386
O -1.472 -0.105 0.008
O -0.220 -0.091 1.883
C -1.403 -0.148 1.216
C -2.555 -0.268 2.167
H 0.478 -0.013 1.177
H -3.506 -0.313 1.610
H -2.586 0.602 2.845
H -2.459 -1.184 2.774
*
```

The LUMO energy is 0.83 eV. The calculation puts the frontier orbital gap at 0.39854 hartree. The HOMO energy comes out at -10.01 eV.

The computed natural (NBO) charges, all in e, follow: number 1, O, carries -0.64; number 2, C, carries 0.72; number 3, N, carries -0.81; number 4, C, carries -0.71; number 5, H, carries 0.38; number 6, H, carries 0.44; number 7, H, carries 0.24; number 8, H, carries 0.24; number 9, H, carries 0.24; number 10, O, carries -0.68; number 11, O, carries -0.70; number 12, C, carries 0.83; number 13, C, carries -0.72; number 14, H, carries 0.47; number 15, H, carries 0.22; number 16, H, carries 0.24; number 17, H, carries 0.24

=====

Energies relative to the most stable structure are version i 0.2783; version ii 0.0000, reported in hartree.

=====

Version i
ORCA calculation (wB97M-V/def2-TZVPD) on the molecule C4H9NO3.

The geometry in ORCA input format:
```
! RIJCOSX wB97M-V def2-TZVPD def2/J DEFGRID3
* xyz 0 1
O 0.038 -1.917 -1.524
C 0.589 -1.071 -0.867
C -0.118 0.159 -0.341
C 0.111 1.317 -1.356
O -0.344 0.939 -2.639
N 0.345 0.506 0.962
C -0.171 -0.248 2.069
O 0.292 -1.599 1.893
H 1.661 -1.141 -0.644
H -1.179 -0.017 -0.429
H -0.400 2.191 -0.945
H 1.185 1.431 -1.526
H -1.125 0.379 -2.610
H 0.425 1.506 1.097
H 0.341 0.046 2.979
H -1.264 -0.212 2.092
H -0.385 -2.270 1.787
*
```

The LUMO energy is 0.72 eV. The calculation puts the frontier orbital gap at 0.37132 hartree. Its SMILES is O=C[C@H](CO)NCO. The HOMO energy comes out at -9.38 eV.

The computed natural (NBO) charges, all in e, follow: number 1, O, carries -0.54; number 2, C, carries 0.45; number 3, C, carries -0.19; number 4, C, carries -0.04; number 5, O, carries -0.71; number 6, N, carries -0.64; number 7, C, carries 0.10; number 8, O, carries -0.74; number 9, H, carries 0.12; number 10, H, carries 0.17; number 11, H, carries 0.17; number 12, H, carries 0.19; number 13, H, carries 0.47; number 14, H, carries 0.38; number 15, H, carries 0.18; number 16, H, carries 0.14; number 17, H, carries 0.48

=====

Version ii
ORCA calculation (wB97M-V/def2-TZVPD) on the molecule C4H9NO3.

The geometry in ORCA input format:
```
! RIJCOSX wB97M-V def2-TZVPD def2/J DEFGRID3
* xyz 0 1
O 0.425 -3.471 -0.901
C 0.254 -2.292 -1.090
O -0.547 -1.834 -2.087
N 0.611 -1.263 -0.284
C 0.407 0.170 -0.634
C 0.528 1.299 0.445
C -0.544 1.167 1.544
O -1.827 1.580 1.144
H -0.657 -2.500 -2.768
H 1.131 -1.404 0.566
H 1.226 0.451 -1.282
H -0.621 0.136 -0.976
H 1.508 1.269 0.934
H 0.656 2.256 -0.088
H -0.582 0.148 1.925
H -0.102 1.745 2.412
H -1.867 2.544 1.140
*
```

The LUMO energy is 0.69 eV. The calculation puts the frontier orbital gap at 0.38286 hartree. Its SMILES is O=C(O)NCCCO. The HOMO energy comes out at -9.73 eV.

The computed natural (NBO) charges, all in e, follow: number 1, O, carries -0.64; number 2, C, carries 0.88; number 3, O, carries -0.72; number 4, N, carries -0.64; number 5, C, carries -0.22; number 6, C, carries -0.44; number 7, C, carries -0.07; number 8, O, carries -0.71; number 9, H, carries 0.50; number 10, H, carries 0.40; number 11, H, carries 0.19; number 12, H, carries 0.23; number 13, H, carries 0.20; number 14, H, carries 0.22; number 15, H, carries 0.18; number 16, H, carries 0.16; number 17, H, carries 0.47

=====

Version iii
ORCA calculation (wB97M-V/def2-TZVPD) on a cluster of 3 separate species, C4H9NO3 in total.

The geometry in ORCA input format:
```
! RIJCOSX wB97M-V def2-TZVPD def2/J DEFGRID3
* xyz 0 1
O -1.645 -0.014 -0.317
C -0.539 -0.458 -0.047
N -0.242 -0.838 1.282
C 0.970 -0.808 1.940
O 1.015 -0.535 3.117
C 0.579 -0.740 -0.930
C 0.540 -0.242 -2.262
H -0.967 -0.777 2.012
H 1.926 -0.834 1.312
H 1.991 1.181 -2.725
H 0.817 -1.799 -0.857
H 0.687 -1.060 -2.941
H 1.418 0.548 -2.535
H -0.385 0.311 -2.361
H -2.039 1.346 1.335
H -1.921 2.805 1.886
O -2.206 1.914 2.092
*
```

The LUMO energy is -1.70 eV. The calculation puts the frontier orbital gap at 0.28104 hartree. The HOMO energy comes out at -9.35 eV.

The computed natural (NBO) charges, all in e, follow: number 1, O, carries -0.60; number 2, C, carries 0.65; number 3, N, carries -0.67; number 4, C, carries 0.53; number 5, O, carries -0.55; number 6, C, carries -0.36; number 7, C, carries -0.44; number 8, H, carries 0.42; number 9, H, carries 0.13; number 10, H, carries 0.12; number 11, H, carries 0.22; number 12, H, carries 0.25; number 13, H, carries 0.02; number 14, H, carries 0.26; number 15, H, carries 0.48; number 16, H, carries 0.47; number 17, O, carries -0.96

=====

Energies relative to the most stable structure are version i 0.0438; version ii 0.0000; version iii 0.1539, reported in hartree.